[1]
48
Properties=species:S:1:pos:R:3:lowdin_charge:R:1 method="wB97M-V/def2-TZVPD" molar_mass_g_mol=602.622 e_tot_ha=-1928.94776 e_homo_ev=-15.2 total_charge=+2 fmax_ev_per_a=1.6 e_above_lowest_kcal_mol=4.2 lumo_ev=-6.74
Sb -1.491 -0.995 -3.217 1.6502
Pd 0.308 0.453 0.379 1.0745
S 0.560 0.732 -2.528 0.3380
O 0.432 -0.851 -2.519 -0.4880
O 1.698 1.278 -1.858 -0.2650
O 0.306 1.110 -3.889 -0.2857
O -0.686 0.974 -1.630 -0.5057
N 0.924 0.467 2.221 0.0098
N 0.462 -1.616 0.742 0.0156
N 0.313 2.463 0.699 -0.0013
C -2.545 -1.831 -1.610 -0.2055
C -1.038 -2.533 -4.553 -0.1981
C 1.536 -0.684 4.176 0.0438
C 0.554 -4.233 1.705 0.0058
C 1.218 4.105 2.172 0.0345
C 0.268 -2.659 -0.062 -0.1041
C 0.796 -3.158 2.549 0.0315
C 0.874 5.105 1.267 0.0064
C 1.820 0.538 4.770 0.0176
C 0.304 -3.974 0.373 -0.0047
C 1.650 1.722 4.070 0.0459
C 0.235 4.758 0.096 0.0087
C 0.759 -1.875 2.046 -0.1749
C 0.919 2.797 1.868 -0.1757
C -0.021 3.418 -0.162 -0.0660
C 1.078 -0.694 2.870 -0.1612
C 1.195 1.663 2.764 -0.1538
C -2.646 0.544 -4.044 -0.1793
H 2.177 0.566 5.790 0.1360
H -0.059 5.502 -0.630 0.1299
H 1.019 -3.322 3.593 0.1254
H 1.106 6.139 1.486 0.1331
H -0.595 -3.347 -3.982 0.0326
H -3.605 -1.743 -1.853 0.0421
H -2.337 -1.274 -0.700 0.0227
H -2.289 -2.880 -1.490 0.0280
H -3.448 0.065 -4.606 0.0469
H -2.015 1.151 -4.684 0.0354
H -0.339 -2.176 -5.307 0.0455
H 0.118 -2.427 -1.101 0.0741
H 1.866 2.671 4.538 0.1295
H 1.678 -1.604 4.723 0.1270
H 1.718 4.352 3.097 0.1265
H -0.502 3.093 -1.071 0.1089
H 0.146 -4.772 -0.338 0.1269
H -3.047 1.121 -3.215 0.0413
H -1.952 -2.889 -5.028 0.0409
H 0.581 -5.246 2.083 0.1339

***

[2]
45
Properties=species:S:1:pos:R:3:lowdin_charge:R:1 method="wB97M-V/def2-TZVPD" smiles="CCC(=O)NCCc1nc2cc(NC(=O)c3ccco3)ccc2n1C" molar_mass_g_mol=340.383 e_tot_ha=-1142.21086 e_homo_ev=-7.8 total_charge=0 fmax_ev_per_a=14.8 e_above_lowest_kcal_mol=319.8 lumo_ev=0.40
O -4.006 0.468 0.270 -0.0100
O 3.028 -1.191 1.194 -0.0672
O 4.602 2.004 1.389 0.0106
N -1.287 -1.940 -1.326 0.2116
N -2.337 0.027 -2.023 -0.0383
N -3.918 -2.118 0.234 0.0219
N 2.487 1.066 0.255 0.1920
C 4.536 0.657 1.372 -0.2277
C 6.445 1.325 2.277 -0.0249
C -0.666 1.742 -1.531 0.0494
C -3.461 0.706 -2.638 -0.0134
C 1.237 0.778 -0.414 -0.1799
C 0.474 1.652 -0.942 -0.1794
C -2.155 0.582 2.264 -0.0271
C 5.891 2.416 1.741 -0.0266
C 5.455 0.215 2.196 0.0238
C -2.550 -0.923 1.657 -0.1432
C -0.525 -0.589 -1.064 -0.2333
C 0.644 -0.486 -0.595 0.0440
C -3.547 -0.694 0.688 -0.3549
C -1.134 0.321 -1.700 -0.2665
C -4.642 -2.108 -1.090 -0.0835
C -2.451 -1.439 -1.818 -0.2542
C -3.525 -2.348 -2.362 0.0171
C 3.201 0.154 0.900 -0.2490
H -3.346 -2.886 0.536 0.1126
H 0.981 2.646 -0.794 0.1465
H 2.815 1.948 0.346 0.0991
H -5.214 -3.044 -0.948 0.1134
H 7.233 1.465 3.045 0.1201
H 1.049 -1.285 -0.048 0.1102
H -3.070 1.498 -3.320 0.0832
H 5.587 -0.796 2.532 0.1177
H -3.160 -3.140 -1.928 0.0520
H -3.046 1.146 2.444 0.0686
H -3.979 -0.176 -3.379 0.1577
H -1.694 0.850 1.432 -0.0096
H 6.215 3.233 1.644 0.0151
H -2.991 -1.386 2.791 0.2077
H -1.121 2.590 -2.217 0.1580
H -4.070 1.243 -1.836 0.0984
H -1.717 -1.411 1.475 0.0409
H -5.134 -1.229 -0.989 0.0580
H -3.935 -2.074 -3.127 -0.0050
H -1.443 0.433 3.043 0.0641

***

[3]
46
Properties=species:S:1:pos:R:3:lowdin_charge:R:1 method="wB97M-V/def2-TZVPD" smiles="CCc1nnc(NC(=O)Cc2ccc(OCc3c(C)noc3C)cc2)s1" molar_mass_g_mol=372.450 e_tot_ha=-1540.80670 e_homo_ev=-8.5 total_charge=0 fmax_ev_per_a=1.6 e_above_lowest_kcal_mol=70.4 lumo_ev=0.42
S 4.150 2.971 -3.088 1.0739
O -1.782 -3.466 2.327 -0.0446
O 1.675 -1.133 -2.022 0.1077
O -5.342 -1.124 2.471 0.0135
N 2.676 2.831 -0.992 0.0004
N -5.988 -1.743 1.454 0.0992
N 2.691 0.835 -2.271 0.0968
N 3.193 4.053 -0.985 0.0072
C 3.967 4.324 -1.964 -0.6060
C -4.211 -1.791 2.758 -0.2493
C -4.105 -2.866 1.915 -0.1251
C -1.569 -1.893 0.465 0.0032
C -5.273 -2.778 1.104 -0.3104
C 3.050 2.116 -1.996 -0.6075
C 0.101 -2.094 2.176 0.0001
C 6.187 5.433 -2.124 -0.1071
C 1.852 -0.029 -1.573 -0.4333
C 0.857 -1.122 1.556 -0.0262
C 0.413 -0.515 0.387 -0.2329
C -0.803 -0.915 -0.145 -0.0199
C -5.687 -3.689 0.009 -0.0181
C 1.245 0.523 -0.311 -0.0734
C -3.339 -1.271 3.839 0.0185
C -1.120 -2.493 1.635 -0.2739
C 4.670 5.612 -2.168 -0.2500
C -3.034 -3.907 1.849 -0.1341
H 3.083 0.430 -3.113 0.1444
H -1.162 -0.460 -1.056 0.1233
H 1.803 -0.829 1.986 0.1148
H -4.927 -3.714 -0.771 0.0810
H -2.947 -4.286 0.821 0.1324
H 6.514 4.753 -2.909 0.0594
H 2.048 0.884 0.333 0.1183
H 0.439 -2.568 3.084 0.1183
H -5.816 -4.701 0.390 0.0863
H 6.679 6.391 -2.268 0.0721
H -3.291 -4.750 2.501 0.1412
H 4.380 6.028 -3.137 0.1109
H 6.492 5.026 -1.163 0.0806
H 0.644 1.394 -0.582 0.1295
H -3.935 -0.694 4.541 0.0895
H -2.850 -2.096 4.352 0.0911
H 4.344 6.294 -1.382 0.1159
H -2.510 -2.171 0.018 0.1084
H -2.568 -0.624 3.420 0.0922
H -6.624 -3.340 -0.415 0.0818

***

[4]
47
Properties=species:S:1:pos:R:3:lowdin_spin:R:1 method="wB97M-V/def2-TZVPD" molar_mass_g_mol=474.886 e_tot_ha=-1626.97447 e_homo_ev="-14.8 / -15.2" total_charge=+2 fmax_ev_per_a=2.8 lumo_ev="-6.89 / -10.09" multiplicity=5
Pd 0.174 0.043 0.141 1.3853
S 0.676 2.349 -3.896 0.0023
O -0.899 0.718 1.713 0.7200
N 4.150 -3.390 0.612 0.0003
N 2.907 -2.985 0.814 0.0034
N 1.165 -1.829 0.779 0.0742
N 0.879 1.379 -1.515 0.1711
N 2.467 -1.789 0.541 0.0100
N 1.976 -3.804 1.228 0.0034
C -1.824 0.328 -3.808 0.0511
C 0.883 -3.068 1.194 0.0042
C -1.706 0.385 3.909 0.0883
C -1.307 -0.337 -1.531 0.4260
C -2.512 2.291 2.460 0.0402
C 2.973 3.825 -3.156 -0.0092
C 3.901 4.097 -2.164 0.1535
C -2.909 -0.523 -3.791 0.0277
C -0.158 2.303 3.352 0.0097
C 1.911 2.256 -1.624 0.1133
C -1.293 1.394 2.809 0.1013
C 2.860 2.537 -0.634 0.0550
C 3.844 3.460 -0.917 0.0348
C -1.005 0.440 -2.672 0.1515
C -3.204 -1.275 -2.659 0.1417
C 0.138 1.313 -2.614 0.0455
C -2.402 -1.170 -1.518 0.0465
C 1.976 2.903 -2.881 0.1121
H 2.792 2.021 0.319 0.0018
H -0.087 -3.431 1.462 -0.0003
H 4.856 -2.681 0.495 0.0000
H 3.025 4.314 -4.116 -0.0024
H -0.853 -0.227 4.196 0.0001
H -2.076 0.921 4.778 0.0097
H -0.511 2.811 4.244 0.0005
H 0.714 1.699 3.601 0.0007
H -4.056 -1.940 -2.656 0.0075
H -1.603 0.919 -4.686 0.0027
H 4.590 3.703 -0.177 -0.0002
H -2.489 -0.268 3.529 -0.0001
H -3.303 1.675 2.039 0.0004
H 0.122 3.043 2.604 0.0005
H -2.872 2.778 3.362 0.0041
H -2.659 -1.756 -0.642 0.0048
H 4.684 4.815 -2.361 0.0066
H -3.543 -0.600 -4.662 -0.0002
H -2.228 3.044 1.730 0.0004
H 4.400 -4.259 1.069 0.0001

***

[5]
55
Properties=species:S:1:pos:R:3:lowdin_charge:R:1 method="wB97M-V/def2-TZVPD" molar_mass_g_mol=541.796 e_tot_ha=-3517.28830 e_homo_ev=-2.2 total_charge=-2 fmax_ev_per_a=0.6 e_above_lowest_kcal_mol=3.7 lumo_ev=4.50
Zn 0.869 -0.815 1.024 0.7357
O 1.657 0.673 2.361 -0.0308
O 1.053 -3.941 -1.453 0.0031
O -1.371 0.502 3.084 -0.0890
O -0.113 -3.177 3.950 0.0290
O -0.854 0.340 0.543 -0.1821
O 0.279 -2.142 -0.386 -0.1286
O 2.673 -1.691 0.690 -0.0971
O 3.413 -3.707 0.044 -0.0008
N 2.544 1.745 -2.027 -0.0445
N 1.775 0.986 -1.211 0.0651
N 0.793 -1.720 5.416 -0.0641
N -1.396 1.391 1.127 -0.2243
N 2.178 1.630 -3.254 0.0106
N 1.156 0.755 -3.265 -0.0983
N 0.848 -1.269 3.105 0.1402
N -1.682 1.480 2.409 -0.0565
C 0.365 -2.609 6.474 -0.0558
C -2.722 4.516 -1.381 -0.1341
C 1.788 0.299 4.700 0.0000
C -2.217 3.335 -1.903 -0.1005
C 2.568 -2.823 0.101 -0.5934
C -1.776 2.317 -1.067 -0.0160
C 1.438 -0.073 3.342 -0.5245
C -0.242 -0.879 -4.635 -0.4129
C 0.651 -2.078 -4.329 -0.0577
C 1.187 -3.028 -0.650 -0.5707
C 1.435 -0.546 5.678 -0.0879
C 0.472 -2.110 4.089 -0.5043
C 0.931 0.368 -2.008 -0.1693
C -1.548 -0.938 -3.835 -0.0633
C 0.505 0.450 -4.537 -0.1259
C -2.776 4.664 0.002 -0.1191
C -2.342 3.657 0.848 -0.0356
C -1.838 2.465 0.315 -0.1609
H -1.388 1.391 -1.455 0.0798
H -3.159 5.583 0.431 0.0878
H -2.134 -1.802 -4.156 0.0772
H 0.860 -2.187 -3.267 0.0594
H -2.384 3.779 1.920 0.0935
H 2.288 1.235 4.892 0.0985
H 0.201 -0.358 -1.683 0.0849
H 0.158 -3.003 -4.632 0.0823
H -2.156 -0.041 -3.986 0.0720
H -3.066 5.309 -2.034 0.0824
H -0.515 -0.920 -5.697 0.1222
H 1.302 0.456 -5.280 0.1134
H -1.373 -1.067 -2.766 0.0719
H 0.767 -3.609 6.320 0.0848
H 1.636 -0.344 6.723 0.1092
H -0.172 1.275 -4.776 0.1147
H -2.164 3.197 -2.977 0.0896
H 1.605 -2.011 -4.861 0.0809
H -0.722 -2.693 6.495 0.0872
H 0.719 -2.213 7.427 0.0727